Molecular formula: C5H7NO
Method: DFT, wB97M-V/def2-TZVPD

```
14
Properties=species:S:1:pos:R:3:forces:R:3:nbo_charge:R:1
O -0.643589 -2.254604 -1.413913 0.408 0.221 0.257 -0.50
C 0.220756 -1.722360 -0.757318 -0.237 -0.100 -0.133 0.44
C 0.068608 -0.353806 -0.168675 -0.003 -0.217 -0.159 -0.20
C -0.835952 0.793836 -0.628224 -0.302 0.133 -0.283 -0.22
N -0.183614 1.387863 0.616076 -0.026 0.184 0.083 -0.35
C 1.099410 0.759182 0.092584 0.416 0.103 -0.046 -0.23
C -0.440489 0.024910 1.238110 -0.155 -0.171 0.385 -0.22
H 1.180053 -2.241846 -0.540089 -0.124 -0.003 -0.036 0.11
H -0.567509 1.313675 -1.553036 -0.019 -0.092 0.131 0.19
H -1.917808 0.663273 -0.540130 0.163 0.003 0.007 0.20
H 1.520037 1.281394 -0.772757 -0.082 -0.097 0.103 0.19
H 1.854021 0.602782 0.870285 -0.119 -0.018 -0.112 0.19
H 0.201732 -0.196752 2.096589 -0.072 0.031 -0.144 0.19
H -1.494132 -0.169593 1.460269 0.153 0.024 -0.054 0.20
```
Positions in Å, forces in eV/Å.

## Properties
* max |F|: 0.5 eV/A
* lowest unoccupied orbital energy: 0.73 eV
* Kohn-Sham gap: 9.899 eV
* relative energy (zero: lowest compared OMol25 entry of this formula, charge and spin): 81.4 kcal per mole